16
Properties=species:S:1:pos:R:3:mulliken_charge:R:1 method="wB97M-V/def2-TZVPD" e_tot_ev=-8864.9291 e_above_lowest_kcal_mol=98.8 e_lumo_ha=0.0314 gap_ev=9.526 max_force_ha_per_bohr=0.007 total_charge=0 multiplicity=1
O -0.2584 2.9121 0.4035 -0.228
C 0.1266 2.0299 -0.4785 -0.412
C 0.8437 0.8813 0.1853 -0.330
C 0.1173 -0.4276 -0.0893 1.041
C 0.6141 -1.4096 -1.0761 -0.743
N 0.8400 -1.6140 0.3573 -0.676
C -1.3734 -0.3533 0.1566 -1.492
H -0.0028 2.6707 1.3265 0.323
H -1.8253 0.4199 -0.4759 0.389
H 0.9290 0.9962 1.2874 0.269
H 1.8631 0.8445 -0.2185 0.328
H 1.5077 -1.2101 -1.6623 0.265
H -0.1317 -2.0247 -1.5772 0.264
H 0.1919 -2.3033 0.7324 0.288
H -1.8593 -1.3072 -0.0769 0.402
H -1.5826 -0.1049 1.2057 0.312